Below is a molecular structure, C41H60N3O7P3Ru, with properties calculated with ωB97M-V/def2-TZVPD.

Last column: Löwdin charge in e.
Positions of all 115 atoms, in Å:
Ru (1.03221, 0.22324, -0.43550)  1.18
C (-0.47065, 1.07387, 5.94681)  -0.02
C (-1.28069, 0.54636, 4.79015)  -0.40
C (-2.56502, 1.30331, 4.55185)  -0.03
O (-0.44019, 0.69883, 3.56302)  -0.17
P (-0.10098, -0.47085, 2.59776)  0.47
O (0.95460, 0.01773, 1.64238)  -0.38
C (-1.59954, -0.94609, 1.72404)  -0.20
P (-1.30928, -1.94129, 0.26340)  0.49
O (-0.26173, -1.30298, -0.64206)  -0.38
O (-0.86402, -3.30380, 0.84748)  -0.17
C (-0.49793, -4.51622, 0.05075)  -0.38
C (-0.74794, -5.68847, 0.96355)  -0.02
C (0.94768, -4.40002, -0.38546)  -0.03
O (-2.58472, -2.02393, -0.60235)  -0.15
C (-3.95819, -2.56148, -0.34052)  -0.36
C (-4.76487, -1.50395, 0.37397)  -0.03
C (-3.90382, -3.88832, 0.37261)  -0.03
O (0.27913, -1.75167, 3.38023)  -0.17
C (1.52450, -1.86326, 4.19818)  -0.39
C (2.55436, -2.58045, 3.35938)  -0.03
C (1.14303, -2.58938, 5.46247)  -0.02
H (-1.04889, 0.97831, 6.86583)  0.11
H (-0.23634, 2.12799, 5.79913)  0.10
H (0.45763, 0.51721, 6.07342)  0.08
H (-1.47282, -0.52260, 4.91121)  0.14
H (-2.35762, 2.35994, 4.38224)  0.10
H (-3.20416, 1.21961, 5.43057)  0.10
H (-3.11737, 0.90565, 3.69908)  0.07
H (-2.09874, -0.02806, 1.40092)  0.09
H (-2.26954, -1.48003, 2.40230)  0.10
H (-1.16958, -4.53752, -0.81054)  0.14
H (-0.13620, -5.60165, 1.86189)  0.10
H (-0.47193, -6.60848, 0.44829)  0.11
H (-1.79359, -5.76427, 1.25522)  0.08
H (1.59893, -4.34022, 0.48925)  0.08
H (1.09293, -3.51990, -1.00997)  0.06
H (1.22291, -5.28317, -0.96233)  0.11
H (-4.32379, -2.69320, -1.35610)  0.15
H (-4.45603, -1.39490, 1.41506)  0.08
H (-5.81333, -1.80164, 0.37721)  0.11
H (-4.69110, -0.54341, -0.13589)  0.09
H (-3.49646, -3.79641, 1.38167)  0.09
H (-3.32152, -4.61794, -0.18876)  0.08
H (-4.91959, -4.27372, 0.46166)  0.11
H (1.84865, -0.84313, 4.41988)  0.14
H (2.21207, -3.58917, 3.12282)  0.09
H (3.48667, -2.66062, 3.91929)  0.10
H (2.75561, -2.04079, 2.43329)  0.06
H (0.76008, -3.58289, 5.22926)  0.10
H (0.38821, -2.04126, 6.02566)  0.08
H (2.02276, -2.70063, 6.09616)  0.11
N (0.97906, 0.17696, -2.55654)  0.00
C (2.17206, -0.25863, -3.29659)  -0.29
C (2.15397, -0.35923, -4.67459)  0.01
C (3.30468, -0.78058, -5.33325)  -0.01
C (4.45783, -1.09355, -4.62247)  -0.03
C (4.47348, -0.97906, -3.24123)  -0.03
C (3.32302, -0.55285, -2.58237)  -0.31
P (3.17932, -0.30030, -0.83345)  1.03
C (3.09650, 1.47838, -0.50182)  -0.40
C (3.09243, 2.43407, -1.54861)  -0.05
C (2.99098, 3.77290, -1.25847)  -0.03
C (2.90117, 4.19528, 0.07368)  -0.01
C (2.90260, 3.27958, 1.11116)  -0.05
C (2.99790, 1.92198, 0.83149)  -0.11
C (4.40346, -1.17715, 0.10706)  -0.36
C (4.37329, -2.57446, 0.07887)  -0.10
C (5.32777, -3.28834, 0.78193)  -0.05
C (6.30229, -2.61556, 1.51069)  -0.03
C (6.33672, -1.22745, 1.53140)  -0.04
C (5.39008, -0.49962, 0.82751)  -0.06
H (0.23092, -0.49339, -2.74192)  0.11
H (0.65326, 1.05503, -2.96368)  0.11
H (1.25652, -0.12158, -5.23384)  0.13
H (3.29741, -0.86847, -6.41122)  0.13
H (5.34379, -1.42262, -5.14750)  0.13
H (5.36701, -1.21848, -2.67833)  0.12
H (3.21291, 2.10940, -2.57516)  0.12
H (3.01055, 4.50368, -2.05550)  0.13
H (2.84140, 5.25426, 0.29086)  0.13
H (2.84533, 3.61421, 2.13837)  0.13
H (3.01400, 1.20367, 1.64060)  0.10
H (3.61846, -3.10001, -0.49473)  0.10
H (5.31965, -4.36968, 0.75664)  0.12
H (7.04922, -3.17842, 2.05459)  0.13
H (7.11183, -0.71120, 2.08116)  0.12
H (5.43792, 0.58106, 0.81971)  0.11
C (-3.53690, 4.34364, -5.79521)  -0.06
C (-4.27916, 3.31756, -4.95571)  -0.18
N (-3.87056, 3.34023, -3.53803)  -0.04
C (-4.83732, 3.86039, -2.57035)  -0.20
C (-5.03317, 5.36515, -2.66759)  -0.06
C (-2.69450, 2.78875, -3.23441)  -0.41
O (-1.98811, 2.18514, -4.04361)  0.05
C (-2.11955, 2.87327, -1.83161)  -0.07
C (-2.08143, 3.96422, -0.97491)  0.04
C (-1.28610, 3.90265, 0.16634)  0.00
C (-0.50766, 2.78787, 0.39239)  -0.10
N (-0.52725, 1.73269, -0.44396)  -0.05
C (-1.34443, 1.77378, -1.49671)  -0.08
H (-3.88322, 4.29149, -6.82668)  0.09
H (-2.46596, 4.14669, -5.78903)  0.07
H (-3.71287, 5.35579, -5.43082)  0.07
H (-4.10142, 2.31410, -5.34082)  0.12
H (-5.35273, 3.49981, -4.97651)  0.13
H (-4.53072, 3.56248, -1.56791)  0.11
H (-5.78528, 3.35152, -2.75622)  0.13
H (-4.09472, 5.90331, -2.52293)  0.07
H (-5.74708, 5.69949, -1.91536)  0.09
H (-5.42646, 5.64874, -3.64317)  0.08
H (-2.63555, 4.86680, -1.19420)  0.12
H (-1.24394, 4.73251, 0.85788)  0.13
H (0.15547, 2.71491, 1.24279)  0.10
H (-1.37190, 0.91295, -2.14797)  0.11

Computed properties:
E = -3407.6536 Ha
LUMO energy (spin up / spin down) = -0.316 / -0.340 Eh
orbital gap (spin up / spin down) = 0.25612 / 0.23243 Eh
⟨S²⟩ = 0.755
multiplicity = 2
net charge = +3
ΔE to the lowest compared entry with this formula, charge and spin = 0.0 kJ/mol
E_HOMO (spin up / spin down) = -15.6 / -15.6 eV



Below is a molecular structure, C41H61BiN4O4S2Se in a non-equilibrium geometry, with properties calculated with ωB97M-V/def2-TZVPD.

Last column: Löwdin charge in e.
Positions of all 114 atoms, in Å:
Bi (-1.50594, -1.55300, -0.62223)  1.47
C (-1.71357, 6.71303, -0.77602)  -0.06
C (-0.77518, 5.90911, 0.15876)  -0.53
C (0.68206, 6.54033, 0.14536)  -0.05
C (-1.26900, 6.03568, 1.58513)  -0.10
C (-0.69453, 4.41757, -0.26274)  -0.19
C (-1.16260, 3.32144, 0.54354)  -0.08
C (-1.10215, 2.06852, 0.00929)  -0.37
Se (-1.86490, 0.73866, 1.17592)  1.09
C (-0.14243, 0.33035, 2.11574)  -0.32
C (0.34407, 1.17922, 3.09283)  -0.09
C (1.58158, 1.04961, 3.64811)  -0.21
C (2.25390, -0.12728, 3.30953)  0.00
C (1.75630, -1.06980, 2.45161)  -0.12
C (0.59379, -0.82092, 1.68372)  -0.36
O (0.31384, -1.62114, 0.66787)  -0.38
C (2.44758, -2.40031, 2.19782)  -0.49
C (2.96989, -2.46383, 0.72669)  -0.06
C (3.74508, -2.59485, 3.05421)  -0.09
C (1.49682, -3.56766, 2.59872)  -0.02
C (2.19174, 2.08127, 4.56549)  -0.57
C (2.71428, 1.43734, 5.89694)  -0.05
C (3.31152, 2.80960, 3.86315)  -0.07
C (1.09444, 3.10636, 4.95486)  -0.08
C (-0.48394, 1.73652, -1.25823)  -0.38
O (-0.36227, 0.50172, -1.62326)  -0.28
C (-0.04555, 2.83917, -2.00365)  -0.12
C (-0.19544, 4.11418, -1.46530)  -0.03
C (0.44293, 2.60134, -3.39338)  -0.52
C (1.71522, 1.67398, -3.36230)  -0.03
C (-0.64331, 2.00492, -4.26029)  -0.06
C (0.84406, 3.95532, -4.09658)  -0.07
H (-1.90602, 7.78972, -0.47342)  0.09
H (-1.43665, 6.70840, -1.82390)  0.07
H (-2.70127, 6.26750, -0.73384)  0.07
H (0.75459, 7.61677, 0.36497)  0.07
H (1.32631, 5.98959, 0.89517)  0.10
H (1.06312, 6.38422, -0.84160)  0.05
H (-1.17587, 7.07849, 1.91391)  0.07
H (-2.35299, 5.74113, 1.63778)  0.10
H (-0.68142, 5.45712, 2.32007)  0.08
H (-1.55813, 3.54366, 1.47701)  0.06
H (-0.22902, 2.06148, 3.28665)  0.08
H (3.24736, -0.33667, 3.68510)  0.09
H (3.71883, -3.22944, 0.68960)  0.05
H (2.11548, -2.68762, 0.01106)  0.06
H (3.40903, -1.47285, 0.33276)  0.12
H (4.48968, -1.88457, 2.56734)  0.09
H (3.71247, -2.28977, 4.12494)  0.07
H (4.13677, -3.61674, 2.95529)  0.07
H (0.84541, -3.75970, 1.76106)  0.06
H (1.98734, -4.51741, 2.66337)  0.06
H (0.97525, -3.41725, 3.55324)  0.10
H (3.39134, 0.62102, 5.79078)  0.05
H (3.22590, 2.22351, 6.44051)  0.06
H (1.81262, 1.04431, 6.41955)  0.09
H (4.13048, 2.08153, 3.49361)  0.11
H (2.86443, 3.22574, 2.95127)  0.08
H (3.72821, 3.66277, 4.52274)  0.10
H (0.27901, 2.64746, 5.58380)  0.10
H (1.56010, 3.82013, 5.63378)  0.06
H (0.73594, 3.70778, 4.08206)  0.08
H (0.09342, 4.92434, -2.10975)  0.08
H (1.36682, 0.76182, -2.86508)  0.06
H (2.03197, 1.60596, -4.39518)  0.07
H (2.53103, 2.08137, -2.79096)  0.07
H (-0.95507, 0.97211, -4.07601)  0.08
H (-1.55095, 2.62158, -4.11882)  0.10
H (-0.41645, 2.05362, -5.35532)  0.08
H (1.58181, 4.53490, -3.47248)  0.09
H (1.30426, 3.69411, -5.04659)  0.07
H (-0.02223, 4.60125, -4.21143)  0.07
C (-5.12269, -3.31539, -2.81307)  -0.03
C (-4.24431, -2.12829, -2.66538)  -0.33
N (-3.03506, -1.99234, -3.14157)  0.00
O (-2.71299, -3.12475, -3.96608)  -0.14
C (-4.73786, -1.00927, -1.77137)  -0.32
C (-6.06123, -0.35193, -2.02480)  -0.06
N (-3.78702, -0.46536, -1.04796)  -0.29
O (-4.05760, 0.61310, -0.44795)  -0.28
H (-4.68072, -3.95970, -3.60054)  0.08
H (-6.16725, -2.93508, -2.95715)  0.08
H (-5.18934, -3.89250, -1.89600)  0.08
H (-1.80107, -2.90003, -4.27043)  0.05
H (-6.41502, -0.51323, -3.05105)  0.07
H (-5.89728, 0.72895, -1.86914)  0.06
H (-6.82664, -0.54341, -1.27392)  0.07
S (-1.16550, -4.45921, -1.05096)  0.51
C (-1.72628, -5.15610, 0.40586)  -0.77
C (-1.37127, -6.46758, 0.70423)  -0.20
C (-1.66698, -7.06536, 1.87831)  -0.14
C (-2.49342, -6.38302, 2.82335)  -0.13
C (-2.79879, -5.08018, 2.58008)  -0.18
C (-2.47158, -4.44342, 1.36830)  -0.69
S (-3.00491, -2.76504, 1.21140)  0.48
H (-0.85400, -7.00739, -0.11950)  0.09
H (-1.22641, -8.09190, 2.08349)  0.10
H (-2.74265, -6.84711, 3.75968)  0.07
H (-3.44239, -4.51477, 3.21676)  0.07
N (1.95704, -4.58307, -2.14330)  0.02
C (3.08522, -3.66610, -2.43432)  -0.32
C (2.61894, -2.27764, -2.85999)  -0.21
C (1.63149, -2.38726, -3.98179)  -0.32
N (0.19980, -2.43936, -3.76400)  0.00
H (1.30876, -4.07841, -1.56310)  -0.04
H (2.26697, -5.42859, -1.69061)  0.06
H (3.83609, -4.13499, -3.17694)  0.11
H (3.84909, -3.52725, -1.63772)  0.07
H (3.38980, -1.69673, -3.34413)  0.10
H (2.19000, -1.72635, -1.95315)  0.13
H (1.87169, -3.18404, -4.64909)  0.09
H (1.62727, -1.40916, -4.56321)  0.12
H (-0.08749, -1.52550, -3.45673)  0.03
H (-0.01560, -3.12307, -3.01089)  0.00

Computed properties:
E = -5531.2437 Ha
LUMO energy = 0.146 Eh
orbital gap = 0.20917 Eh
multiplicity = 1
net charge = -2
ΔE to the lowest compared entry with this formula, charge and spin = 210.7 kJ/mol
E_HOMO = -1.7 eV